(1)
{"formula": "C17H29HfN2O3P", "method": "the ωB97M-V functional and the def2-TZVPD basis", "symbols": ["H", "H", "H", "H", "H", "N", "O", "H", "C", "C", "H", "H", "H", "H", "P", "C", "C", "C", "H", "H", "H", "C", "C", "H", "H", "H", "O", "H", "C", "H", "O", "C", "C", "H", "H", "H", "H", "H", "C", "C", "Hf", "C", "C", "C", "H", "H", "C", "H", "H", "N", "H", "C", "H"], "positions_angstrom": [[2.10, -1.76, -1.04], [0.98, 3.45, -2.14], [-2.58, 3.11, -2.06], [-2.15, 0.77, -1.94], [1.99, 2.96, -0.76], [-0.11, -0.70, 3.27], [-3.00, 0.38, 0.51], [-2.09, 1.66, -4.17], [-0.49, -1.52, 5.91], [1.61, 1.34, -2.19], [-0.86, 3.55, -2.02], [0.84, 1.00, 4.02], [-0.06, -4.34, 0.14], [-0.08, -4.15, 0.86], [0.14, 0.64, -1.32], [-0.81, -1.80, 3.56], [2.91, 0.57, -1.97], [1.82, 2.82, -1.83], [-1.63, 2.86, -0.57], [2.85, -0.45, -2.35], [-1.46, -3.26, 5.00], [0.29, 1.71, 1.19], [-1.12, 1.42, -3.72], [-1.58, -3.40, 2.57], [3.19, 0.55, -0.90], [-2.24, -2.00, 2.10], [2.73, 1.53, 1.32], [1.34, 1.27, -3.25], [-1.86, 0.11, 0.63], [-0.80, 0.45, -4.12], [-0.17, 2.81, 1.38], [0.16, -1.10, -1.94], [-0.95, -2.30, 4.85], [-1.98, -1.33, -1.40], [-1.63, -1.36, -3.16], [0.68, -0.98, -2.90], [-0.40, 2.19, -4.04], [0.93, -3.03, -1.40], [1.03, -2.00, -1.02], [-1.26, -1.67, -2.18], [0.08, -0.54, 1.02], [0.13, -0.30, 5.61], [1.60, 1.08, 1.22], [0.34, 0.08, 4.30], [2.71, 3.19, -2.36], [0.48, 0.37, 6.40], [-1.60, 2.81, -1.67], [-0.62, -1.83, 6.95], [0.70, -2.14, 0.07], [-1.35, -2.42, 2.40], [3.71, 1.08, -2.52], [-1.29, 1.41, -2.19], [-1.21, -2.77, -2.14]], "homo_lumo_gap_ev": [4.8, 4.8], "e_homo_ha": [-0.83340, -0.83340], "total_charge": 4, "largest_force_ev_per_a": 12.74, "energy_ev": -37765.9058, "lumo_ev": [-17.9, -17.9], "de_lowest_kcal_mol": 24.0}


(2)
{"formula": "C17H29N3ORbTaTe", "method": "the ωB97M-V functional and the def2-TZVPD basis", "symbols": ["C", "H", "N", "O", "Rb", "C", "H", "N", "H", "C", "C", "C", "C", "C", "H", "H", "N", "H", "H", "C", "C", "C", "H", "H", "H", "H", "H", "C", "H", "H", "C", "H", "H", "H", "H", "H", "H", "H", "Ta", "H", "C", "C", "H", "H", "Te", "H", "C", "H", "H", "H", "C", "C", "H"], "positions_angstrom": [[2.48, -2.86, 4.99], [2.29, -1.23, -4.72], [0.73, 0.06, -1.93], [-1.28, -3.50, 1.71], [-1.50, -0.17, -3.31], [-2.93, 2.89, 1.21], [0.05, -2.41, -3.26], [-0.65, -1.63, 0.34], [-2.02, 3.44, 1.46], [1.59, -0.92, -2.70], [1.25, 1.48, -1.86], [1.21, -2.72, 4.42], [0.92, -1.60, 3.62], [-2.17, 0.75, 2.16], [-2.95, 0.90, 2.92], [-3.60, 2.93, 2.08], [-1.56, 1.36, -0.19], [2.69, -3.71, 5.63], [3.58, -1.73, -2.60], [3.22, -0.83, 3.86], [1.72, -0.46, -4.17], [-3.86, 0.73, 0.34], [2.98, -1.17, -1.01], [-3.65, -0.32, 0.09], [-4.66, 0.76, 1.10], [-4.24, 1.22, -0.57], [4.46, -2.01, 5.19], [-1.90, 2.22, -1.38], [-1.24, 1.19, 2.56], [-1.08, 2.27, -2.11], [3.48, -1.91, 4.72], [-0.09, -1.44, 3.24], [-2.84, 1.88, -1.88], [3.51, 0.01, -2.25], [2.28, 0.48, -4.23], [2.34, 1.51, -1.93], [-3.45, 3.40, 0.39], [0.97, 1.95, -0.86], [0.02, 0.18, -0.11], [0.61, -2.51, -1.56], [-0.96, -2.60, 1.03], [-2.62, 1.42, 0.88], [0.77, -0.32, -4.71], [-2.04, 3.26, -1.04], [1.71, 0.88, 1.81], [-2.06, -0.34, 2.05], [0.92, -2.28, -2.59], [1.65, -3.05, -2.90], [3.98, -0.09, 3.62], [0.44, -3.46, 4.60], [1.94, -0.71, 3.29], [2.99, -0.95, -2.09], [0.82, 2.10, -2.67]], "homo_lumo_gap_ev": 6.1, "e_homo_ha": -0.50503, "total_charge": 2, "largest_force_ev_per_a": 3.23, "energy_ev": -34104.1383, "lumo_ev": -7.6, "de_lowest_kcal_mol": 10.6}


(3)
{"formula": "C17H29N4O2P2", "method": "the ωB97M-V functional and the def2-TZVPD basis", "symbols": ["C", "C", "C", "C", "O", "C", "H", "P", "C", "C", "N", "C", "C", "H", "H", "H", "N", "H", "H", "H", "H", "H", "H", "C", "H", "O", "C", "N", "C", "H", "H", "C", "H", "C", "H", "C", "H", "H", "H", "H", "H", "H", "C", "N", "H", "H", "H", "C", "P", "H", "H", "H", "H", "H"], "positions_angstrom": [[-0.43, -0.86, -2.36], [-2.12, -0.64, 0.86], [4.10, -2.52, -2.97], [-2.29, 3.42, 3.93], [4.30, -5.24, -3.75], [-2.23, 0.00, 2.24], [-0.30, 2.79, 2.17], [2.69, -4.90, -3.62], [-0.52, 1.73, 2.10], [1.72, -2.37, -2.85], [0.50, -2.97, -2.97], [4.21, -1.17, -2.57], [-3.17, 4.14, 2.91], [-1.51, -0.44, 2.92], [-3.23, -0.17, 2.66], [-3.10, 5.22, 3.04], [5.80, 0.71, -1.18], [-3.82, 1.87, 1.43], [3.18, 0.60, -1.99], [0.05, 1.19, 2.85], [-3.79, 0.24, -0.28], [-1.26, 3.79, 3.87], [-1.66, 1.39, 4.40], [-2.80, 2.23, 1.32], [6.10, 0.12, -3.60], [2.38, -5.56, -2.14], [-0.54, -2.23, -2.73], [0.71, -0.26, -2.23], [1.83, -1.00, -2.47], [4.54, -5.94, -3.13], [-1.52, -2.69, -2.81], [-2.34, 1.92, 3.73], [-2.62, 3.63, 4.95], [3.09, -0.42, -2.32], [-4.22, 3.87, 3.08], [-3.41, -0.73, 0.05], [6.68, -1.45, -2.17], [-3.43, 4.18, 0.76], [-3.26, -1.34, -0.84], [-1.33, -0.28, -2.18], [-4.20, -1.21, 0.64], [6.48, 0.51, -0.46], [2.88, -3.13, -3.10], [-1.97, 1.49, 2.33], [-1.76, 4.13, 1.27], [-1.34, -0.15, 0.27], [-0.25, 1.38, 1.10], [-2.76, 3.74, 1.50], [5.80, -0.37, -2.32], [-1.76, -1.66, 1.02], [2.69, -5.00, -1.42], [-3.35, 1.55, 3.90], [4.99, -3.10, -3.18], [-2.43, 1.95, 0.33]], "homo_lumo_gap_ev": 7.9, "e_homo_ha": -0.39000, "total_charge": 1, "largest_force_ev_per_a": 0.78, "energy_ev": -46726.7459, "lumo_ev": -2.7, "de_lowest_kcal_mol": 0.0}


(4)
{"formula": "C17H29N5O6S2Sn", "method": "the ωB97M-V functional and the def2-TZVPD basis", "symbols": ["C", "C", "H", "C", "C", "C", "H", "N", "H", "H", "H", "H", "H", "O", "C", "N", "N", "H", "C", "O", "C", "O", "H", "H", "H", "C", "O", "H", "H", "H", "H", "Sn", "H", "H", "N", "S", "H", "H", "H", "H", "H", "H", "C", "C", "C", "O", "C", "H", "C", "C", "C", "C", "O", "H", "H", "H", "H", "H", "N", "S"], "positions_angstrom": [[-2.71, 0.24, -4.34], [1.08, 6.33, -1.70], [0.93, 7.40, -1.72], [-1.55, 0.93, -3.63], [-2.11, -1.93, 0.23], [-1.84, -0.64, -1.78], [4.02, -2.86, 2.86], [-3.07, -1.00, -2.25], [-2.33, -0.61, -4.91], [-0.19, 6.00, 0.01], [3.19, -1.35, 4.68], [-4.48, -0.85, -3.76], [-3.81, -3.27, 0.13], [-0.98, 2.20, -0.25], [2.10, 4.35, -2.58], [-1.03, 0.04, -2.62], [1.23, -2.63, 3.09], [-0.72, 1.15, -4.31], [1.52, -4.39, 4.70], [1.64, 1.03, -0.56], [1.88, 5.72, -2.65], [3.46, 1.94, -1.83], [-2.69, -3.38, -1.24], [2.22, -0.87, 2.82], [-1.40, -2.61, 0.70], [1.51, 3.59, -1.58], [1.35, 1.40, -2.93], [2.24, -1.91, 1.54], [4.05, -4.30, 3.87], [-1.88, 1.87, -3.17], [2.33, 6.30, -3.44], [0.09, 0.38, 0.78], [-0.11, 0.29, -2.28], [0.40, -2.34, 3.61], [1.66, -1.54, 2.29], [2.03, 1.88, -1.74], [1.78, -1.81, 5.64], [-2.60, -1.35, 1.03], [3.09, -4.29, 2.39], [3.30, -2.69, 5.82], [0.67, -4.06, 5.29], [-4.75, -2.15, -1.93], [0.47, 5.56, -0.72], [-3.71, -0.22, -3.29], [0.67, 4.19, -0.68], [0.56, 2.70, 1.53], [-3.17, -2.69, -0.55], [-4.21, 0.65, -2.85], [2.65, -2.20, 5.11], [2.21, -3.20, 4.03], [-3.97, -1.67, -1.34], [3.42, -3.69, 3.23], [-1.27, 4.23, 1.04], [-4.44, -0.95, -0.66], [2.22, -4.91, 5.35], [-3.20, 0.93, -5.03], [2.74, 3.85, -3.29], [1.16, -5.08, 3.94], [-1.35, -1.03, -0.63], [-0.31, 3.30, 0.51]], "homo_lumo_gap_ev": 9.0, "e_homo_ha": -0.31769, "total_charge": 0, "largest_force_ev_per_a": 1.12, "energy_ev": -65338.2052, "lumo_ev": 0.4}